Record 1
Entry from OMol25: a molecular structure, C10H30GeN3O8P3Se3TeW (the ωB97M-V functional and the def2-TZVPD basis).

```
! wB97M-V def2-TZVPD RIJCOSX def2/J DEFGRID3
* xyz -2 3
W 1.838 0.600 0.304
Te 3.989 1.235 1.989
Se 1.364 2.757 1.013
Se 0.872 -0.904 2.084
Se 3.868 -1.322 1.967
Ge 4.787 -1.160 -1.178
P -2.934 0.416 0.931
P 0.237 -0.029 -2.487
P 2.278 2.013 -2.643
O -1.870 1.125 0.189
O 0.832 -0.456 -1.116
O 0.726 1.503 -2.665
O -1.317 0.171 -2.244
O 2.945 1.916 -3.946
O 2.876 1.272 -1.442
O 2.085 3.539 -2.220
O 0.491 -0.886 -3.648
N -4.396 1.215 0.691
N -2.572 0.313 2.535
N -3.307 -1.141 0.497
C 3.322 -1.077 0.114
C 5.980 0.386 -1.271
C 4.041 -1.559 -2.941
C -2.236 -2.128 0.692
C -1.684 1.302 3.141
C -4.344 2.634 0.380
C -4.001 -1.366 -0.773
C 5.952 -2.684 -0.686
C -3.109 -0.659 3.458
C -5.526 0.844 1.516
H -4.771 -0.614 -0.923
H -3.712 -0.175 4.237
H 3.373 -0.763 -3.266
H -2.683 -3.125 0.735
H -0.894 0.797 3.699
H 5.419 1.247 -1.629
H -5.241 2.917 -0.180
H 1.830 3.569 -1.275
H -5.492 1.313 2.510
H -2.289 -1.196 3.948
H -3.305 -1.332 -1.616
H 5.387 -3.619 -0.655
H -5.558 -0.238 1.646
H -2.251 1.961 3.814
H -1.484 0.593 -1.366
H -4.298 3.254 1.286
H -4.470 -2.353 -0.741
H -1.686 -1.935 1.611
H 3.468 -2.488 -2.912
H 6.391 -2.517 0.299
H 4.833 -1.661 -3.688
H -3.730 -1.384 2.935
H 6.384 0.619 -0.286
H 2.660 -1.923 -0.100
H -1.198 1.894 2.368
H -6.456 1.156 1.029
H 6.802 0.171 -1.959
H 6.758 -2.790 -1.418
H -3.464 2.841 -0.224
H -1.509 -2.091 -0.125
*
```

- Lowest unoccupied orbital energy (spin up / spin down): 4.0 / 4.0 eV
- <S²>: 2.0275
- Frontier orbital gap (spin up / spin down): 4.8 / 5.2 eV
- F_max: 1.24 eV/Å


Record 2
Entry from OMol25: 7 unconnected molecules or ions with the total composition C12H40N10O7 (the ωB97M-V functional and the def2-TZVPD basis).

```
! wB97M-V def2-TZVPD RIJCOSX def2/J DEFGRID3
* xyz 0 1
O 0.388 -3.870 -2.708
O -0.219 -0.442 -5.451
O -0.123 1.839 -0.121
O 1.556 1.441 2.786
O -2.639 0.108 4.443
O 2.243 0.418 -1.044
O 2.564 -3.076 2.025
N -0.972 2.199 -2.902
N -0.854 -2.445 -1.479
N 3.306 -0.867 2.018
N 3.055 -1.959 3.917
N 4.212 0.578 -2.194
N 1.933 3.356 3.930
N -1.905 -1.198 1.096
N 2.632 2.074 -2.558
N -1.065 -4.576 -1.159
N 0.328 3.205 2.337
C -0.102 0.758 -4.698
C -3.126 1.330 4.994
C -1.209 0.931 -3.662
C 2.979 0.960 -1.863
C -0.420 -3.688 -1.853
C -2.506 0.258 3.048
C 2.920 -2.055 2.634
C -2.625 0.865 -4.234
C 1.313 2.619 2.985
C -0.787 -1.723 3.137
C -0.328 -1.629 -4.678
C -2.107 -1.166 2.512
H 3.221 2.378 -3.324
H -0.214 1.560 -5.426
H -0.304 1.923 -1.074
H -0.592 -5.482 -1.237
H -3.990 1.680 4.357
H 1.512 4.183 4.312
H -1.852 2.527 -2.540
H -3.366 1.024 -3.470
H 0.329 4.225 2.370
H 4.505 -0.217 -1.626
H -1.691 -4.317 -0.417
H 0.100 2.765 1.436
H 4.744 0.893 -2.980
H -1.415 -0.359 0.795
H -3.445 0.591 2.573
H -1.308 -1.759 -4.232
H -2.892 -1.888 2.857
H 1.636 2.275 -2.644
H 2.390 2.791 4.641
H 2.869 0.025 2.227
H -0.530 -2.728 2.766
H 0.902 0.796 -4.246
H -2.720 -0.110 -4.710
H 3.069 -1.021 1.042
H -0.961 -1.709 4.207
H 2.834 -2.747 4.523
H 0.383 -1.587 -3.856
H 3.669 -1.234 4.293
H 0.703 1.284 -0.112
H -0.089 -2.428 -5.334
H -2.777 1.682 -4.953
H -0.650 2.917 -3.550
H -1.089 0.090 -2.969
H -3.453 1.130 6.022
H -1.099 -2.385 -0.512
H -2.318 2.092 4.949
H 0.100 -1.083 3.042
H -1.672 0.945 2.741
H -2.798 -1.204 0.628
H -0.181 -1.761 -1.828
*
```

- Structure (SMILES): COC[C@H](C)N.COC[C@H](C)N.NC(N)=O.NC(N)=O.NC(N)=O.NC(N)=O.O
- Lowest unoccupied orbital energy: 0.5 eV
- Frontier orbital gap: 9.4 eV
- F_max: 4.81 eV/Å


Record 3
Entry from OMol25: a molecular structure, C12H23ErN2O2P2Se (the ωB97M-V functional and the def2-TZVPD basis).

```
! wB97M-V def2-TZVPD RIJCOSX def2/J DEFGRID3
* xyz 2 4
Er 0.383 -0.183 -0.085
Se 5.328 -0.060 0.618
P -0.587 -2.159 1.430
P -0.252 1.994 -1.533
O -1.193 1.989 3.188
O -6.016 2.774 0.949
N -1.116 -1.133 -1.668
N 2.541 -0.439 -0.225
C -1.575 1.200 -2.613
C 0.942 2.390 -2.849
C -1.566 -2.405 -1.359
C -2.635 -2.958 -2.017
C -0.884 -3.097 -0.189
C -2.205 -2.256 2.264
C -2.858 -0.886 -3.252
C -0.995 3.609 -1.145
C -3.231 -2.197 -2.990
C 0.427 -3.378 2.347
C 3.687 -0.279 0.125
C -1.818 -0.334 -2.529
H -2.624 -3.269 2.190
H -1.934 2.442 3.509
H -0.569 2.287 3.876
H -1.291 1.439 -3.670
H 0.713 3.370 -3.282
H -2.432 1.692 -2.383
H -0.953 4.293 -2.017
H -2.884 -4.015 -1.817
H -3.973 -2.618 -3.633
H 0.831 -2.887 3.245
H 0.089 -3.545 -0.466
H -2.050 3.479 -0.841
H 0.926 1.629 -3.625
H 1.950 2.425 -2.396
H 1.268 -3.701 1.716
H -5.727 3.522 1.380
H -1.523 -3.932 0.145
H -2.898 -1.539 1.803
H -3.337 -0.216 -3.977
H -5.324 2.128 0.968
H -0.175 -4.252 2.640
H -2.082 -1.978 3.320
H -0.464 4.033 -0.304
*
```

- Lowest unoccupied orbital energy (spin up / spin down): -6.9 / -6.8 eV
- <S²>: 3.7528
- Frontier orbital gap (spin up / spin down): 6.8 / 6.9 eV
- F_max: 4.15 eV/Å


Record 4
Entry from OMol25: 2 unconnected molecules or ions with the total composition C3H4FN (the ωB97M-V functional and the def2-TZVPD basis).

```
! wB97M-V def2-TZVPD RIJCOSX def2/J DEFGRID3
* xyz 0 1
F 0.090 0.076 -0.602
N 2.464 2.493 1.308
C -0.368 -1.039 -0.002
C 1.789 2.549 0.393
C -1.493 -1.607 -0.370
H -2.088 -1.202 -1.170
H 1.159 2.587 -0.457
H -1.854 -2.491 0.119
H 0.302 -1.366 0.781
*
```

- Structure (SMILES): C=CF.C#N
- Lowest unoccupied orbital energy: 1.0 eV
- Frontier orbital gap: 11.4 eV
- F_max: 0.80 eV/Å